Record 1
Molecular formula: C4H15NSi2
Method: DFT, ωB97M-V/def2-TZVPD

```
22
Properties=species:S:1:pos:R:3
C -2.01251 -0.95591 1.75264
C -3.23911 0.98942 -0.34992
C 1.80909 0.85229 1.58723
C 2.97742 -1.76735 1.09272
N -0.63229 0.48476 -0.93174
Si -1.89923 -0.39332 -0.10302
Si 2.38615 -0.32798 0.07966
H -1.17074 -1.36248 2.36613
H -2.15306 0.05721 2.06001
H -2.77333 -1.65145 1.94518
H -2.85761 1.98283 -0.48512
H -3.81552 0.78763 -1.30571
H -3.97959 0.92495 0.36942
H 0.79316 1.19931 1.56784
H 2.03284 0.50160 2.66676
H 2.45836 1.68650 1.40150
H 2.24767 -2.56088 0.99889
H 3.73177 -2.28718 0.55056
H 3.10879 -1.71942 2.19580
H -0.00609 -0.19366 -1.33637
H -2.19393 -1.65258 -0.80454
H -0.31545 1.15599 -0.36820
```

- total charge = 0
- energy relative to the best compared isomer or geometry (same formula, charge and spin) (kJ/mol) = 333.2
- highest occupied orbital energy (eV) = -8.358
- molar mass (g/mol) = 133.3
- LUMO (Eh) = -0.010
- Kohn-Sham gap (eV) = 8.08

Population analysis type Löwdin, resulting atomic charges in e: C -0.21; C -0.20; C -0.32; C -0.38; N -0.09; Si 0.51; Si 0.77; H 0.03; H -0.01; H -0.01; H 0.01; H 0.04; H -0.02; H -0.03; H 0.04; H -0.03; H 0.01; H -0.02; H 0.04; H -0.04; H -0.03; H -0.06

Record 2
Molecular formula: C4H16BN6O6Pd
Method: DFT, ωB97M-V/def2-TZVPD

```
34
Properties=species:S:1:pos:R:3
Pd -0.49031 0.19801 0.58966
B -1.22574 2.29275 0.61877
H -1.84867 3.16270 0.47957
H -0.60013 2.36874 1.49460
H -1.90150 1.47070 0.79716
H -0.65196 2.09368 -0.27308
C -0.72311 -1.58904 2.51637
O -1.51261 -0.70398 2.38045
O 0.20107 -1.63861 1.68060
O -0.93353 -2.33271 3.46146
C 1.15283 0.66606 -2.16071
O 0.49774 0.08858 -1.30228
N 1.12013 1.96445 -2.29740
N 2.10047 0.15805 -2.92011
H 0.50615 2.39018 -1.61778
H 1.81918 2.38178 -2.89511
H 2.52713 0.65088 -3.69158
H 2.24693 -0.84013 -2.87230
C 2.69017 0.37005 1.45504
O 1.54909 0.75864 1.19480
N 3.82445 0.98932 1.21991
N 3.02837 -0.90589 1.81662
H 3.85361 1.88224 0.74881
H 4.64727 0.50272 1.54593
H 3.94854 -1.28422 1.64269
H 2.22957 -1.51591 1.91612
C -3.07137 -1.43953 -0.67571
O -2.03875 -0.80538 -0.61176
N -4.06874 -1.25313 0.11568
N -3.26501 -2.39072 -1.56934
H -4.99112 -1.66411 0.09566
H -3.93186 -0.58290 0.85875
H -4.21625 -2.72263 -1.64051
H -2.47207 -2.72052 -2.10093
```

- total charge = -1
- energy relative to the best compared isomer or geometry (same formula, charge and spin) (kJ/mol) = 221.1
- highest occupied orbital energy (alpha / beta) (eV) = -2.591 / -2.815
- 2S+1 = 3
- molar mass (g/mol) = 361.4
- LUMO (alpha / beta) (Eh) = 0.093 / 0.093
- Kohn-Sham gap (alpha / beta) (eV) = 5.13 / 5.35

Population analysis type Löwdin, resulting atomic charges in e: Pd 1.00; B -0.48; H -0.06; H -0.05; H -0.07; H -0.09; C -1.13; O -0.04; O -0.12; O -0.05; C -0.72; O -0.03; N 0.18; N 0.15; H 0.09; H 0.10; H 0.10; H 0.11; C -0.64; O -0.02; N 0.14; N 0.15; H 0.11; H 0.10; H 0.09; H 0.07; C -0.73; O -0.01; N 0.19; N 0.16; H 0.11; H 0.13; H 0.10; H 0.12

Record 3
Molecular formula: C4H16BaFO4
Method: DFT, ωB97M-V/def2-TZVPD

```
26
Properties=species:S:1:pos:R:3
Ba -0.29840 -0.52741 -1.26711
F -0.06383 -3.02126 -5.25940
C -2.10657 5.32723 1.58814
O -1.30171 4.13994 1.83989
H -1.63173 6.22160 1.99157
H -2.40033 5.61472 0.57861
H -3.03483 5.12393 2.12211
H -1.40473 4.00850 2.78525
C 2.91808 3.34458 -5.23229
O 1.98630 3.61132 -4.20748
H 2.61337 2.40711 -5.69748
H 2.85876 4.13179 -5.98388
H 3.92288 3.10182 -4.88658
H 2.04457 4.55045 -4.01719
C -2.91418 -1.21227 4.77610
O -1.83758 -1.53926 3.93190
H -2.58597 -1.40274 5.79791
H -3.40465 -0.25173 4.61827
H -3.74456 -1.91835 4.77044
H -1.18903 -2.07794 4.39103
C 2.09389 -6.84632 -0.19347
O 1.28164 -5.80204 -0.63657
H 2.15796 -7.73160 -0.82614
H 3.02765 -6.28594 -0.14690
H 1.67102 -7.16900 0.75793
H 1.34198 -5.79712 -1.59466
```

- total charge = +1
- energy relative to the best compared isomer or geometry (same formula, charge and spin) (kJ/mol) = 761.3
- highest occupied orbital energy (eV) = -9.934
- molar mass (g/mol) = 284.5
- LUMO (Eh) = -0.234
- Kohn-Sham gap (eV) = 3.57

Population analysis type Löwdin, resulting atomic charges in e: Ba 1.78; F -0.80; C -0.14; O -0.15; H 0.08; H 0.08; H 0.08; H 0.07; C -0.17; O -0.14; H 0.08; H 0.09; H 0.08; H 0.07; C -0.17; O -0.13; H 0.08; H 0.08; H 0.07; H 0.08; C -0.17; O -0.15; H 0.09; H 0.08; H 0.08; H 0.08

Record 4
Molecular formula: C4H16BrN8O4
Method: DFT, ωB97M-V/def2-TZVPD

```
33
Properties=species:S:1:pos:R:3
Br 11.46685 -14.06793 -16.87618
C 13.33111 -16.96242 -15.61257
O 13.93883 -17.80398 -14.93200
N 12.37087 -16.18030 -15.13606
N 13.42537 -16.82139 -16.91686
H 12.28647 -16.22161 -14.13045
H 11.77135 -15.57772 -15.68157
H 14.26186 -17.31152 -17.19997
H 13.14989 -15.95991 -17.36637
C 9.29832 -13.25971 -19.37675
O 8.72222 -12.98039 -20.34936
N 10.52447 -12.93365 -19.11435
N 8.88138 -14.17841 -18.50798
H 10.96425 -12.27053 -19.73642
H 11.02811 -13.41830 -18.38527
H 9.48236 -14.56965 -17.79674
H 7.99507 -14.65953 -18.56348
C 11.55046 -15.56878 -20.08979
O 11.23997 -15.87325 -21.21351
N 12.59397 -14.83066 -19.66437
N 10.85173 -15.94098 -19.07157
H 12.57382 -14.45277 -18.72795
H 13.29144 -14.61801 -20.36325
H 10.83640 -15.40234 -18.21733
H 9.95984 -16.31240 -19.36600
C 9.92536 -11.60386 -15.31965
O 9.59244 -10.86490 -14.41373
N 9.40784 -12.72170 -15.61251
N 10.89741 -11.40840 -16.08335
H 9.65444 -13.01136 -16.54812
H 8.61787 -13.11186 -15.11869
H 11.49642 -10.60262 -15.97378
H 11.29827 -12.28627 -16.38130
```

- total charge = -1
- energy relative to the best compared isomer or geometry (same formula, charge and spin) (kJ/mol) = 561.3
- highest occupied orbital energy (eV) = -6.443
- molar mass (g/mol) = 320.1
- LUMO (Eh) = 0.111
- Kohn-Sham gap (eV) = 9.47

Population analysis type Löwdin, resulting atomic charges in e: Br 0.83; C -0.76; O -0.02; N 0.09; N 0.16; H 0.11; H -0.11; H 0.11; H 0.02; C -0.82; O 0.08; N 0.10; N 0.11; H 0.13; H -0.19; H 0.00; H 0.12; C -0.78; O 0.04; N 0.12; N 0.11; H -0.03; H 0.11; H -0.08; H 0.12; C -0.89; O 0.01; N 0.10; N 0.11; H -0.02; H 0.13; H 0.13; H -0.11

Record 5
Molecular formula: C4H16F3O8Y2
Method: DFT, ωB97M-V/def2-TZVPD

```
33
Properties=species:S:1:pos:R:3
Y 0.41547 4.21740 1.44432
Y 0.05299 0.57060 2.32028
O 0.23586 2.69250 3.13260
H 0.37474 3.27418 3.89413
O 0.51735 2.08092 0.63759
H 0.35168 1.72993 -0.24434
C 0.44008 -1.93649 -0.18560
O -0.92969 -2.21183 -0.10403
O 0.67152 -0.84936 0.62542
C 1.24849 -3.16612 0.29451
F 2.47494 -2.84805 0.74476
F 0.65521 -3.74258 1.34936
F 1.35502 -4.01527 -0.71215
C -1.44320 -3.08380 -1.10952
C -2.97668 -3.14431 -1.03514
H -3.36279 -2.13526 -1.17736
H -3.29204 -3.92142 -1.72219
H -3.26212 -3.40371 -0.01221
H -1.08129 -4.10789 -1.02867
H -1.28020 -2.69427 -2.12130
H 0.69967 -1.71763 -1.22874
O 3.47241 0.05999 0.10259
H 3.42989 -0.10400 1.04732
H 2.62131 -0.24372 -0.23598
O -0.04463 4.40127 -1.08312
H -0.50911 5.19341 -1.41007
H -0.48275 3.66416 -1.54151
O 1.92586 1.63693 -1.84616
H 2.86432 1.39472 -1.82693
H 1.59528 1.40003 -0.97771
O -1.85740 3.75125 1.33259
H -2.29228 2.98879 1.73729
H -2.58790 4.26961 0.93998
```

- total charge = +3
- energy relative to the best compared isomer or geometry (same formula, charge and spin) (kJ/mol) = 265.6
- highest occupied orbital energy (eV) = -17.600
- molar mass (g/mol) = 427.0
- LUMO (Eh) = -0.465
- Kohn-Sham gap (eV) = 4.95

Population analysis type Löwdin, resulting atomic charges in e: Y 2.02; Y 2.01; O -0.49; H 0.04; O -0.46; H 0.01; C -0.39; O -0.09; O -0.30; C -0.57; F 0.15; F 0.17; F 0.20; C -0.24; C -0.05; H 0.07; H 0.09; H 0.08; H 0.13; H 0.13; H 0.18; O -0.03; H 0.03; H 0.00; O -0.06; H 0.11; H 0.10; O -0.03; H 0.07; H -0.05; O -0.08; H 0.10; H 0.14

Record 6
Molecular formula: C4H16FN8O4Ti
Method: DFT, ωB97M-V/def2-TZVPD

```
34
Properties=species:S:1:pos:R:3
Ti 0.96494 0.98872 0.27953
F 2.85681 2.06798 0.61853
C -0.26180 2.11816 -2.20539
O -0.08352 2.41661 -0.98413
N -0.88043 0.94271 -2.55263
N -0.38652 3.07670 -3.16137
H -0.84278 0.15308 -1.93557
H -1.03940 0.77580 -3.53196
H 0.20210 3.88554 -3.08753
H -1.14141 3.08595 -3.82850
C -0.86009 1.84292 2.93081
O 0.27401 1.63154 2.50322
N -1.52933 1.02034 3.79447
N -1.50128 2.99456 2.61471
H -1.04183 0.55538 4.53793
H -2.50531 1.20155 3.94795
H -1.18794 3.66893 1.94136
H -2.32920 3.18643 3.14970
C 2.72010 -2.05605 -0.17784
O 1.87618 -1.19715 0.05134
N 3.79773 -1.87107 -0.97166
N 2.68721 -3.28967 0.43617
H 4.40187 -2.65754 -1.11929
H 3.85684 -1.03078 -1.52310
H 1.97393 -3.29652 1.14712
H 3.48816 -3.88746 0.51305
C -1.52100 -1.58525 -0.21254
O -1.17283 -0.44318 0.11105
N -2.77905 -1.77799 -0.70427
N -0.73571 -2.68761 -0.24327
H -3.07523 -2.71633 -0.89867
H -3.34983 -0.96165 -0.83176
H -1.08783 -3.51776 -0.68327
H 0.21244 -2.63692 0.07581
```

- total charge = 0
- energy relative to the best compared isomer or geometry (same formula, charge and spin) (kJ/mol) = 114.3
- highest occupied orbital energy (alpha / beta) (eV) = -2.201 / -9.136
- 2S+1 = 4
- molar mass (g/mol) = 307.1
- LUMO (alpha / beta) (Eh) = 0.017 / 0.012
- Kohn-Sham gap (alpha / beta) (eV) = 2.65 / 9.46

Population analysis type Löwdin, resulting atomic charges in e: Ti 0.92; F -0.65; C -0.69; O -0.13; N 0.13; N 0.12; H 0.05; H 0.07; H 0.10; H 0.08; C -0.65; O -0.03; N 0.16; N 0.18; H 0.11; H 0.09; H 0.12; H 0.09; C -0.66; O -0.06; N 0.18; N 0.15; H 0.10; H 0.11; H 0.10; H 0.10; C -0.69; O -0.05; N 0.15; N 0.17; H 0.09; H 0.10; H 0.09; H 0.05

Record 7
Molecular formula: C4H16FO4V2
Method: DFT, ωB97M-V/def2-TZVPD

```
27
Properties=species:S:1:pos:R:3
V -0.93505 -0.13372 -0.85316
V 1.14294 0.71675 2.73655
F 0.15252 0.31862 1.00098
C 1.30789 1.29662 -2.87415
O 0.29987 1.31711 -1.82267
H 2.27367 1.00522 -2.47075
H 0.98404 0.58525 -3.63046
H 1.42554 2.22722 -3.42785
H 0.30315 2.19348 -1.42510
C -2.59850 2.77476 -0.87120
O -2.24545 1.50303 -0.23902
H -2.26087 3.59355 -0.23682
H -2.10204 2.90533 -1.82991
H -3.67087 2.85101 -1.02777
H -2.54026 1.57160 0.67554
C 0.15736 -1.70566 4.81920
O 0.69557 -1.18819 3.54431
H 0.37753 -1.00614 5.62117
H -0.92654 -1.78770 4.76346
H 0.59566 -2.67234 5.04778
H 0.55523 -1.88970 2.89369
C 1.15537 -2.65753 -2.04125
O 0.80659 -1.48843 -1.21475
H 1.44050 -3.45886 -1.36777
H 0.30740 -2.98667 -2.63474
H 1.95672 -2.38174 -2.71959
H 1.34202 -1.50288 -0.41572
```

- total charge = +3
- energy relative to the best compared isomer or geometry (same formula, charge and spin) (kJ/mol) = 0.0
- highest occupied orbital energy (alpha / beta) (eV) = -20.155 / -21.313
- 2S+1 = 7
- molar mass (g/mol) = 249.1
- LUMO (alpha / beta) (Eh) = -0.466 / -0.447
- Kohn-Sham gap (alpha / beta) (eV) = 7.47 / 9.14

Population analysis type Löwdin, resulting atomic charges in e: V 1.25; V 1.49; F -0.52; C -0.03; O -0.21; H 0.10; H 0.10; H 0.11; H 0.11; C -0.03; O -0.21; H 0.11; H 0.10; H 0.11; H 0.11; C 0.00; O -0.22; H 0.11; H 0.11; H 0.12; H 0.12; C -0.01; O -0.22; H 0.10; H 0.10; H 0.10; H 0.08

Record 8
Molecular formula: C4H16N2NaO10
Method: DFT, ωB97M-V/def2-TZVPD

```
33
Properties=species:S:1:pos:R:3
Na -0.11946 -0.20343 -0.20181
N -3.80765 -0.55253 0.56800
O -2.58157 -0.49466 0.59378
O -4.49353 0.16311 1.25843
O -4.38110 -1.40037 -0.16550
N -1.43797 -3.16983 -1.85556
O -0.77047 -2.14710 -1.78759
O -2.68434 -3.13016 -1.79360
O -0.99175 -4.30371 -1.96206
C 1.76196 2.98382 0.64017
O 0.64409 2.19635 1.11025
H 2.69209 2.69149 1.12751
H 1.83517 2.97112 -0.44729
H 1.57328 3.96935 1.06588
H 0.61969 2.23701 2.06908
C -0.30908 1.17842 -3.29461
O -1.09394 1.20591 -2.14455
H -0.76891 0.62673 -4.11455
H -0.09014 2.16785 -3.69608
H 0.60744 0.62310 -3.09528
H -1.89981 1.70181 -2.30654
C -0.52180 -0.86707 3.11791
O 0.21582 -1.24335 1.97034
H -0.02148 -1.15427 4.04274
H -0.63927 0.21658 3.11912
H -1.47775 -1.38500 3.04034
H 0.41173 -2.17866 2.06200
C 2.97231 -0.58185 0.47605
O 2.40471 -0.31931 -0.76173
H 2.95699 -1.64315 0.72408
H 3.97094 -0.19702 0.68284
H 2.33140 -0.09636 1.21199
H 3.09241 0.13519 -1.25377
```

- total charge = -1
- highest occupied orbital energy (eV) = -3.587
- molar mass (g/mol) = 275.2
- LUMO (Eh) = 0.058
- Kohn-Sham gap (eV) = 5.17

Population analysis type Löwdin, resulting atomic charges in e: Na 0.42; N -0.66; O -0.07; O -0.06; O -0.06; N -0.66; O -0.07; O -0.05; O -0.08; C -0.12; O -0.12; H 0.07; H 0.09; H 0.07; H 0.08; C -0.16; O -0.09; H 0.08; H 0.07; H 0.08; H 0.10; C -0.13; O -0.14; H 0.07; H 0.08; H 0.09; H 0.10; C -0.17; O -0.09; H 0.09; H 0.09; H 0.06; H 0.09

Record 9
Molecular formula: C4H16N2O2
Method: DFT, ωB97M-V/def2-TZVPD

```
24
Properties=species:S:1:pos:R:3
C -1.41212 1.34882 0.00383
C 0.02956 0.96669 0.23694
C 0.28947 -0.47937 0.80434
N 0.93184 -0.44400 2.16284
C 1.11410 -1.40453 -0.08370
N 0.31779 -2.10886 -1.24331
H -2.00049 0.63492 -0.46838
H -1.89386 1.46999 0.96178
H -1.59759 2.29265 -0.42399
H 0.57327 1.82867 0.98601
H 0.66287 1.04703 -0.60350
H -0.68921 -0.77992 1.09419
H 1.53858 -1.24798 2.30159
H 1.56799 0.32344 2.19038
H 2.14009 -1.00692 -0.51612
H 1.49004 -2.28621 0.52478
H -0.68837 -2.30139 -1.05936
H 0.39751 -1.41512 -2.10782
O -2.46691 -1.92972 -0.90462
H -3.27059 -1.92241 -1.44609
H -2.87177 -1.41496 -0.11138
O 1.98237 3.31705 -0.77841
H 1.25426 2.76563 -1.01516
H 2.60120 2.74649 -0.50485
```

- SMILES = CC[C@H](N)CN.O.O
- total charge = 0
- energy relative to the best compared isomer or geometry (same formula, charge and spin) (kJ/mol) = 235.8
- highest occupied orbital energy (eV) = -8.769
- molar mass (g/mol) = 124.2
- LUMO (Eh) = 0.014
- Kohn-Sham gap (eV) = 9.16

Population analysis type Löwdin, resulting atomic charges in e: C -0.10; C -0.21; C -0.39; N 0.02; C -0.23; N -0.04; H 0.03; H 0.08; H 0.06; H 0.17; H 0.05; H 0.10; H 0.05; H 0.04; H 0.14; H 0.10; H 0.00; H 0.09; O -0.10; H 0.05; H 0.10; O 0.01; H 0.00; H -0.03

Going through the records in order, we get F_max values of 5.6 9.5 2.3 8.0 5.1 2.3 1.7 4.7 5.2 eV/A.
Going through the records in order, we get calculated total energy values of -795.0548 -1094.6807 -587.8144 -3475.1495 -1139.2250 -1850.4501 -2449.7218 -1185.9985 -421.9016 a.u..